No. 1
DFT (ωB97M-V/def2-TZVPD) results for a structure of composition C50H46Cl2Ge2N9OPbS4.

The HOMO energy (spin up / spin down) comes out at -12.5 / -12.5 eV. The net charge is +2. The relative energy (zero: lowest compared OMol25 entry of this formula, charge and spin) is 0.0 kJ/mol. Its molecular weight is 1340.57 g mol⁻¹. As for the multiplicity: 2. The value obtained for the calculated total energy is -254709.877 eV.

Last column: Löwdin charge in e.
Cartesian coordinates (Å):
Pb1 -0.26 0.90 -0.81  1.22
Cl1 4.06 -2.78 1.05  0.85
C1 3.85 -1.16 1.56  -0.54
C2 4.77 -0.62 2.48  -0.09
C3 4.61 0.66 2.93  -0.59
Cl2 5.75 1.30 4.05  0.77
C4 3.52 1.46 2.49  -0.16
C5 3.30 2.78 2.93  -0.01
C6 2.21 3.46 2.49  -0.04
C7 1.34 2.82 1.59  -0.15
N1 1.52 1.61 1.13  0.04
C8 2.61 0.90 1.57  -0.15
C9 2.80 -0.42 1.08  -0.27
O1 1.97 -0.93 0.11  -0.19
H1 5.59 -1.23 2.83  0.12
H2 3.99 3.23 3.63  0.10
H3 2.00 4.47 2.82  0.12
H4 0.46 3.35 1.22  0.08
N2 -0.19 1.44 -4.50  0.13
C10 1.10 1.41 -4.01  -0.36
C11 2.12 1.85 -4.87  0.01
C12 3.42 1.83 -4.44  -0.02
C13 3.70 1.36 -3.15  -0.04
C14 2.65 0.96 -2.37  -0.14
N3 1.36 0.99 -2.77  -0.03
C15 -1.35 0.73 -4.17  -0.31
C16 -2.30 0.57 -5.18  0.01
C17 -3.45 -0.14 -4.91  -0.03
C18 -3.63 -0.69 -3.65  -0.04
C19 -2.65 -0.47 -2.70  -0.14
N4 -1.53 0.25 -2.94  -0.01
H5 -0.24 1.83 -5.43  0.14
H6 1.87 2.19 -5.87  0.13
H7 4.21 2.16 -5.09  0.12
H8 4.72 1.31 -2.78  0.12
H9 2.82 0.59 -1.37  0.09
H10 -2.12 0.98 -6.16  0.12
H11 -4.19 -0.27 -5.69  0.12
H12 -4.50 -1.27 -3.40  0.11
H13 -2.75 -0.88 -1.71  0.06
N5 0.46 -1.91 1.63  0.18
C20 1.04 -1.94 0.52  -0.50
H14 0.73 -1.12 2.23  0.05
S1 -3.12 8.21 -0.28  0.84
C21 -2.41 6.75 -0.47  -1.05
S2 -1.53 6.22 -1.86  1.06
C22 -1.16 4.72 -1.08  -1.08
N6 -1.69 4.63 0.16  0.07
N7 -2.38 5.72 0.46  -0.13
C23 -2.99 5.79 1.76  -0.25
C24 -2.19 5.62 2.87  -0.02
C25 -2.77 5.68 4.13  -0.06
C26 -4.13 5.90 4.25  -0.05
C27 -4.92 6.07 3.12  -0.05
C28 -4.35 6.03 1.86  -0.04
S3 -0.21 3.56 -1.82  0.62
H15 -1.12 5.46 2.74  0.11
H16 -2.15 5.57 5.01  0.12
H17 -4.58 5.95 5.24  0.12
H18 -5.98 6.25 3.22  0.12
H19 -4.96 6.17 0.97  0.12
C29 3.78 -2.61 -2.70  -0.24
Ge1 1.97 -3.33 -2.90  0.73
C30 2.00 -5.12 -3.68  -0.23
C31 0.97 -2.12 -4.08  -0.23
Ge2 0.79 -3.47 -0.76  0.94
C32 -1.14 -3.55 -1.06  -0.31
C33 -2.06 -3.17 -0.08  -0.14
C34 -3.42 -3.31 -0.29  -0.09
C35 -3.89 -3.85 -1.48  -0.09
C36 -2.99 -4.23 -2.47  -0.08
C37 -1.63 -4.08 -2.25  -0.12
C38 1.36 -4.99 0.32  -0.33
C39 0.63 -5.37 1.44  -0.10
C40 1.05 -6.42 2.23  -0.07
C41 2.21 -7.11 1.92  -0.07
C42 2.95 -6.74 0.80  -0.08
C43 2.53 -5.69 0.01  -0.16
H20 4.23 -2.49 -3.69  0.03
H21 4.42 -3.27 -2.11  0.01
H22 3.75 -1.64 -2.21  -0.01
H23 2.79 -5.17 -4.44  0.03
H24 1.05 -5.33 -4.17  0.02
H25 2.18 -5.89 -2.94  0.01
H26 1.00 -2.50 -5.11  0.03
H27 1.42 -1.13 -4.07  -0.01
H28 -0.07 -2.05 -3.77  0.00
H29 -1.70 -2.78 0.87  0.07
H30 -4.12 -3.02 0.49  0.11
H31 -4.96 -3.98 -1.64  0.11
H32 -3.35 -4.67 -3.39  0.11
H33 -0.94 -4.40 -3.03  0.08
H34 -0.28 -4.84 1.70  0.09
H35 0.47 -6.71 3.10  0.11
H36 2.54 -7.94 2.54  0.11
H37 3.86 -7.28 0.55  0.11
H38 3.12 -5.41 -0.85  0.08
N8 -4.02 2.38 1.73  0.12
C44 -2.99 1.58 2.02  -0.83
S4 -2.61 0.29 0.99  0.58
N9 -2.33 1.87 3.15  0.08
C45 -1.22 1.19 3.76  -0.25
C46 -1.15 -0.19 3.85  -0.05
C47 -0.06 -0.76 4.49  -0.08
C48 0.94 0.02 5.05  -0.06
C49 0.83 1.41 4.99  -0.07
C50 -0.24 1.99 4.34  -0.04
H39 -4.57 2.17 0.91  0.10
H40 -4.34 3.11 2.35  0.10
H41 -2.59 2.73 3.62  0.13
H42 -1.92 -0.81 3.44  0.09
H43 0.00 -1.84 4.56  0.12
H44 1.77 -0.44 5.56  0.11
H45 1.59 2.03 5.44  0.11
H46 -0.32 3.07 4.28  0.11

No. 2
DFT (ωB97M-V/def2-TZVPD) results for a structure of composition C50H46ClF3N3O2PSW.

The HOMO energy (spin up / spin down) comes out at -12.3 / -12.9 eV. The net charge is +2. The relative energy (zero: lowest compared OMol25 entry of this formula, charge and spin) is 0.0 kJ/mol. Its molecular weight is 1060.27 g mol⁻¹. As for the multiplicity: 3. The value obtained for the calculated total energy is -103772.451 eV.

Last column: Löwdin charge in e.
Cartesian coordinates (Å):
W1 0.09 -0.64 -0.02  1.60
C1 0.74 -2.86 0.86  -0.26
C2 -0.24 -2.28 1.71  -0.32
C3 -1.44 -2.10 0.94  -0.35
C4 -1.19 -2.59 -0.38  -0.29
C5 0.14 -3.10 -0.41  -0.24
C6 0.70 -4.06 -1.40  0.01
C7 -2.23 -2.73 -1.45  0.01
C8 -2.80 -1.87 1.51  -0.03
C9 -0.18 -2.22 3.21  -0.03
C10 2.10 -3.36 1.24  0.00
H1 1.74 -3.87 -1.64  0.08
H2 0.12 -4.11 -2.31  0.07
H3 0.65 -5.05 -0.93  0.12
H4 -2.82 -1.82 -1.56  0.08
H5 -2.92 -3.54 -1.18  0.11
H6 -1.79 -2.98 -2.41  0.07
H7 -3.52 -1.55 0.76  0.08
H8 -2.80 -1.15 2.33  0.07
H9 -3.17 -2.82 1.91  0.11
H10 -0.49 -1.27 3.63  0.05
H11 0.82 -2.46 3.58  0.08
H12 -0.85 -2.98 3.61  0.11
H13 2.83 -3.10 0.49  0.08
H14 2.06 -4.45 1.32  0.11
H15 2.42 -2.97 2.21  0.08
Cl1 -0.82 0.77 2.11  0.80
C11 -1.09 2.49 2.52  -0.53
C12 -2.03 2.67 3.52  -0.09
C13 -2.30 3.96 3.94  -0.04
C14 -1.62 5.03 3.37  -0.04
C15 -0.69 4.81 2.37  -0.05
C16 -0.40 3.52 1.92  -0.38
P1 0.82 3.21 0.59  1.10
C17 -0.11 3.68 -0.88  -0.37
C18 0.69 3.69 -2.12  -0.08
C19 0.13 3.49 -3.30  -0.01
C20 -1.33 3.26 -3.36  -0.13
C21 -2.22 3.72 -2.20  -0.15
C22 -1.45 3.74 -0.91  -0.04
C23 2.04 4.53 0.84  -0.39
C24 3.08 4.27 1.74  -0.10
C25 4.04 5.23 1.99  -0.06
C26 4.00 6.45 1.34  -0.06
C27 2.97 6.72 0.44  -0.06
C28 1.99 5.77 0.20  -0.10
H16 -2.54 1.82 3.95  0.11
H17 -3.02 4.12 4.73  0.12
H18 -1.82 6.04 3.71  0.12
H19 -0.17 5.65 1.93  0.12
H20 1.76 3.89 -2.03  0.11
H21 0.71 3.52 -4.22  0.13
H22 -1.74 3.62 -4.31  0.15
H23 -2.76 4.65 -2.35  0.16
H24 -2.02 3.76 0.01  0.11
H25 3.11 3.32 2.25  0.09
H26 4.84 5.02 2.70  0.11
H27 4.76 7.19 1.52  0.12
H28 2.93 7.67 -0.07  0.11
H29 1.18 5.99 -0.49  0.11
C29 1.43 -5.15 -7.04  -0.03
C30 1.61 -4.15 -5.93  -0.24
C31 2.87 -3.70 -5.56  0.00
C32 3.03 -2.77 -4.54  -0.03
C33 1.91 -2.30 -3.87  -0.30
C34 0.65 -2.74 -4.22  -0.11
C35 0.50 -3.65 -5.24  -0.01
S1 2.25 -1.13 -2.58  0.62
O1 2.81 -1.82 -1.44  -0.31
O2 3.02 -0.07 -3.17  -0.26
N1 0.83 -0.50 -2.03  -0.23
C36 0.05 0.23 -2.95  -0.26
C37 0.17 0.28 -4.32  0.02
C38 -0.92 0.72 -5.14  -0.03
C39 -2.00 1.31 -4.61  0.01
C40 -1.92 1.75 -3.19  -0.21
C41 -3.08 2.42 -2.40  -0.14
C42 -3.47 1.69 -1.16  0.00
C43 -2.62 0.87 -0.57  -0.15
N2 -1.35 0.52 -1.10  -0.05
C44 -1.09 0.84 -2.36  -0.13
H30 2.37 -5.35 -7.54  0.08
H31 0.72 -4.78 -7.78  0.09
H32 1.05 -6.09 -6.65  0.09
H33 3.75 -4.07 -6.08  0.13
H34 4.02 -2.42 -4.28  0.13
H35 -0.22 -2.36 -3.70  0.09
H36 -0.49 -3.98 -5.52  0.13
H37 1.04 -0.11 -4.81  0.12
H38 -0.85 0.55 -6.21  0.12
H39 -2.82 1.69 -5.21  0.14
H40 -3.93 2.62 -3.05  0.16
H41 -4.45 1.85 -0.72  0.13
H42 -2.86 0.39 0.37  0.06
F1 5.74 2.13 3.20  0.16
C45 5.92 1.32 2.14  -0.60
F2 6.65 0.28 2.53  0.18
F3 6.61 2.00 1.22  0.17
C46 4.58 0.87 1.61  -0.08
C47 3.71 0.20 2.46  0.05
C48 2.48 -0.19 1.98  -0.12
N3 2.09 0.07 0.72  -0.09
C49 2.93 0.73 -0.09  -0.15
C50 4.19 1.13 0.31  0.06
H43 3.99 -0.01 3.49  0.14
H44 1.78 -0.70 2.62  0.08
H45 2.58 0.96 -1.08  0.08
H46 4.83 1.66 -0.38  0.14

No. 3
DFT (ωB97M-V/def2-TZVPD) results for a structure of composition C50H46LuN10O2S5 at a distorted geometry.

The HOMO energy comes out at -14.5 eV. The net charge is +3. The relative energy (zero: lowest compared OMol25 entry of this formula, charge and spin) is 0.0 kJ/mol. Its molecular weight is 1154.29 g mol⁻¹. The value obtained for the calculated total energy is -159371.707 eV.

Last column: Löwdin charge in e.
Cartesian coordinates (Å):
Lu1 0.00 -0.23 0.00  1.57
C1 -3.81 0.08 1.45  -0.51
C2 -4.12 1.10 0.35  -0.50
S1 -2.80 1.46 -0.84  0.84
C3 -3.55 0.80 -2.36  -0.46
C4 -2.75 -0.24 -3.13  -0.47
S2 -1.66 -1.35 -2.22  0.83
C5 -2.79 -2.53 -1.49  -0.49
C6 -3.63 -2.02 -0.33  -0.43
S3 -2.69 -1.24 1.01  0.83
H1 -4.74 -0.38 1.79  0.10
H2 -3.36 0.54 2.33  0.04
H3 -4.40 2.05 0.80  0.02
H4 -4.98 0.79 -0.24  0.08
H5 -3.73 1.65 -3.02  0.08
H6 -4.53 0.42 -2.08  0.07
H7 -2.09 0.25 -3.83  0.03
H8 -3.42 -0.88 -3.71  0.10
H9 -2.16 -3.35 -1.17  0.03
H10 -3.44 -2.90 -2.28  0.10
H11 -4.16 -2.86 0.12  0.08
H12 -4.37 -1.29 -0.67  0.07
C7 0.55 -4.88 1.74  -0.01
O1 1.49 -4.57 0.66  0.05
C8 1.03 -3.47 0.08  -0.38
N1 -0.04 -2.94 0.49  0.08
C9 -0.57 -3.82 1.59  -0.23
C10 -1.90 -4.49 1.30  -0.24
C11 -2.04 -5.31 0.18  -0.07
C12 -3.23 -6.00 -0.05  -0.05
C13 -4.28 -5.89 0.86  -0.05
C14 -4.13 -5.09 1.99  -0.06
C15 -2.95 -4.39 2.21  -0.06
C16 1.85 -2.92 -1.01  -0.17
C17 2.84 -3.66 -1.63  0.06
C18 3.53 -3.08 -2.69  0.03
C19 3.21 -1.79 -3.07  0.03
C20 2.21 -1.13 -2.37  -0.21
N2 1.54 -1.68 -1.36  0.07
C21 1.82 0.26 -2.68  -0.42
N3 0.77 0.80 -2.21  0.07
C22 0.64 2.12 -2.93  -0.21
C23 2.08 2.34 -3.41  -0.01
O2 2.61 0.96 -3.47  0.04
C24 -0.30 2.09 -4.12  -0.22
C25 -1.24 3.11 -4.25  -0.04
C26 -2.06 3.18 -5.37  -0.05
C27 -1.92 2.24 -6.39  -0.05
C28 -0.96 1.23 -6.27  -0.05
C29 -0.16 1.16 -5.14  -0.05
H13 1.08 -4.83 2.68  0.14
H14 0.19 -5.89 1.58  0.14
H15 -0.67 -3.22 2.49  0.13
H16 -1.22 -5.43 -0.52  0.13
H17 -3.33 -6.63 -0.92  0.12
H18 -5.19 -6.45 0.70  0.12
H19 -4.94 -5.03 2.72  0.12
H20 -2.84 -3.78 3.09  0.12
H21 3.06 -4.66 -1.29  0.14
H22 4.31 -3.63 -3.20  0.14
H23 3.71 -1.28 -3.89  0.13
H24 0.31 2.88 -2.22  0.14
H25 2.71 2.90 -2.72  0.14
H26 2.13 2.77 -4.40  0.15
H27 -1.34 3.86 -3.47  0.12
H28 -2.79 3.97 -5.47  0.12
H29 -2.54 2.30 -7.27  0.12
H30 -0.84 0.51 -7.07  0.12
H31 0.57 0.35 -5.08  0.12
S4 5.88 0.27 -2.12  1.06
C30 7.51 0.63 -2.47  -0.37
C31 8.02 1.52 -1.59  -0.14
C32 7.08 1.91 -0.60  -0.09
C33 5.86 1.31 -0.74  -0.47
C34 4.65 1.51 0.08  -0.16
C35 3.43 0.89 -0.23  -0.09
N4 2.28 1.08 0.39  0.05
C36 2.26 1.95 1.42  -0.17
C37 3.45 2.53 1.90  -0.11
C38 3.43 3.36 3.07  0.01
C39 2.27 3.62 3.70  0.01
C40 1.03 3.12 3.17  -0.13
C41 -0.18 3.49 3.76  0.06
C42 -1.38 3.10 3.22  -0.16
C43 -1.29 2.28 2.07  -0.09
N5 -0.16 1.86 1.51  0.02
C44 1.01 2.30 2.04  -0.19
C45 -2.65 3.54 3.82  -0.47
C46 -2.81 4.26 4.97  -0.10
C47 -4.16 4.57 5.28  -0.14
C48 -5.03 4.07 4.36  -0.36
S5 -4.20 3.25 3.12  1.09
C49 4.64 2.31 1.20  0.08
H32 7.99 0.17 -3.32  0.09
H33 9.04 1.88 -1.63  0.12
H34 7.32 2.61 0.19  0.12
H35 3.45 0.13 -1.01  0.07
H36 4.37 3.76 3.44  0.13
H37 2.24 4.25 4.58  0.13
H38 -0.15 4.13 4.63  0.13
H39 -2.21 1.98 1.57  0.03
H40 -1.99 4.58 5.61  0.12
H41 -4.48 5.13 6.16  0.12
H42 -6.11 4.16 4.33  0.09
H43 5.55 2.77 1.56  0.14
N6 0.87 -0.26 5.21  0.18
N7 1.34 -0.67 3.99  -0.25
N8 2.47 -1.32 3.86  0.18
C50 2.47 -1.57 2.55  -0.15
N9 1.38 -1.07 1.96  -0.08
N10 0.66 -0.51 2.91  0.07
H44 1.59 -0.35 5.91  0.12
H45 0.41 0.63 5.16  0.10
H46 3.27 -2.11 2.05  0.13

Which value of net charge does entry 3 give? +3